[1]
Density functional theory data (ωB97M-V/def2-TZVPD) for a cluster of 2 separate species, C9H13N2O in total.

CARTESIAN COORDINATES (ANGSTROEM)
C -3.18701 2.65667 -1.07604
C -2.80520 1.57484 -1.41227
C -2.30532 0.27340 -1.84867
C -1.89758 -0.54770 -0.65841
C -0.83184 -0.20184 0.17025
C -0.54495 -1.03072 1.21518
C -1.33541 -2.17833 1.40019
N -2.34251 -2.48874 0.63340
N -2.57671 -1.64478 -0.36981
H -3.36154 3.60475 -0.62541
H -3.04191 -0.26463 -2.44514
H -1.41886 0.42320 -2.46701
H -0.26844 0.69655 -0.02706
H 0.27467 -0.83134 1.89271
H -1.13005 -2.86108 2.21013
H -3.36792 -1.90057 -0.95003
C 3.22271 0.75688 -0.39676
C 3.55744 0.76008 1.08273
O 2.89300 -0.28930 1.79365
H 2.14520 0.86047 -0.54508
H 3.72123 1.57697 -0.91280
H 3.53569 -0.17912 -0.86488
H 3.23257 1.68795 1.54952
H 4.63684 0.67159 1.22738
H 3.19587 -1.12519 1.42423

Results
Relative energy (zero: lowest compared OMol25 entry of this formula, charge and spin): 89.47 kcal/mol
2S+1: 1
Lowest unoccupied orbital energy: -4.99 eV
HOMO energy: -13.295 eV
Strongest force on any atom: 0.0127 hartree/bohr
Charge: +1
Frontier orbital gap: 0.3051 Eh

[2]
Density functional theory data (ωB97M-V/def2-TZVPD) for a cluster of 2 separate species, H3N3O4 in total in a non-equilibrium geometry.

CARTESIAN COORDINATES (ANGSTROEM)
N 0.32068 -0.75195 -2.64216
N -0.19505 0.82460 0.80048
N -1.03691 0.06243 1.66920
O -1.10142 0.41038 2.80697
O -1.63201 -0.79906 1.09515
O 1.53751 0.91228 2.19754
O 0.94386 1.22907 1.12737
H 0.95125 -1.37554 -2.15645
H 0.75289 0.14948 -2.77748
H -0.54081 -0.66170 -2.12060

Results
Relative energy (zero: lowest compared OMol25 entry of this formula, charge and spin): 37.23 kcal/mol
2S+1: 1
Lowest unoccupied orbital energy (alpha / beta): -2.64 / -2.55 eV
HOMO energy (alpha / beta): -10.023 / -10.025 eV
Strongest force on any atom: 0.0557 hartree/bohr
Frontier orbital gap (alpha / beta): 0.2712 / 0.2748 Eh

[3]
Density functional theory data (ωB97M-V/def2-TZVPD) for a structure of composition C36H43GeN3O7PS3V in a non-equilibrium geometry.

CARTESIAN COORDINATES (ANGSTROEM)
V 0.74216 -0.08516 0.71165
O 0.56720 -0.16747 2.44710
C 0.28339 -1.04679 3.32079
C -0.00638 -2.36253 2.97587
C -0.45286 -3.27310 3.96363
C -0.76403 -4.53878 3.60914
C -0.60244 -4.99110 2.28105
C -0.15112 -4.13990 1.31328
C 0.14083 -2.79151 1.61727
O 0.53744 -1.99158 0.66963
N -1.28554 -5.46750 4.62826
O -1.38279 -5.05138 5.76400
O -1.58762 -6.58167 4.25544
H 0.26190 -0.74859 4.36804
H -0.55906 -2.96100 4.99626
H -0.83709 -6.02231 2.05365
H -0.01121 -4.47731 0.29347
C -3.08458 1.70214 2.56547
C -2.61782 2.84123 1.68287
C -3.71102 3.85718 1.42445
O -2.22215 2.23758 0.41154
P -0.99577 2.76461 -0.46751
S -1.36303 2.15912 -2.28876
S 0.69609 2.19753 0.61607
O -1.09513 4.33773 -0.32859
C -0.08509 5.38401 -0.60362
C 0.83971 5.00648 -1.74642
C 0.66815 5.69620 0.67624
H -3.31174 2.07314 3.56559
H -2.30669 0.93934 2.64569
H -3.98483 1.25158 2.14390
H -1.74098 3.32333 2.12076
H -4.54421 3.38087 0.90639
H -3.33678 4.67428 0.81076
H -4.06568 4.26883 2.37154
H -0.70450 6.22815 -0.89233
H 1.43773 4.12813 -1.49518
H 1.52293 5.83551 -1.94042
H 0.27715 4.79532 -2.65415
H 1.30929 4.85975 0.95020
H -0.02573 5.89117 1.49528
H 1.28985 6.58150 0.52821
Ge 3.18522 -0.52147 0.26137
C 4.10195 1.07940 -0.40163
C 4.05272 2.28875 0.29192
C 4.67211 3.42083 -0.21473
C 5.37606 3.34911 -1.41178
C 5.47091 2.14155 -2.08482
C 4.82791 1.01368 -1.58891
C 3.89861 -1.01295 2.02113
C 4.65285 -2.17471 2.17577
C 5.35619 -2.39844 3.35454
C 5.31454 -1.46393 4.37937
C 4.53586 -0.31991 4.24903
C 3.82100 -0.10151 3.07915
H 3.49869 -1.66812 -0.71273
H 3.52497 2.35737 1.23309
H 4.60443 4.35903 0.32360
H 5.85726 4.23303 -1.81197
H 6.04006 2.07561 -3.00431
H 4.90288 0.07210 -2.12169
H 4.70486 -2.89353 1.36527
H 5.94571 -3.30082 3.46595
H 5.89216 -1.62507 5.28138
H 4.49815 0.40762 5.05156
H 3.20540 0.78620 2.98265
C -4.41728 0.06222 -1.83799
C -3.96830 -0.96209 -0.79616
C -2.84531 -1.85900 -1.29958
N -1.63026 -1.05243 -1.46909
C -0.42996 -1.40722 -1.85840
S 0.83702 -0.26441 -1.64214
N -0.13361 -2.61708 -2.39945
C -0.83026 -3.46216 -3.32759
O -0.49178 -4.61266 -3.38185
C -1.86039 -2.84308 -4.19902
C -1.80253 -1.50759 -4.59532
C -2.80013 -0.98539 -5.40320
C -3.84143 -1.79578 -5.83582
C -3.87950 -3.13741 -5.47236
C -2.88770 -3.66247 -4.66181
H -5.23349 0.66556 -1.44223
H -4.77786 -0.43955 -2.73919
H -3.60823 0.73976 -2.12515
H -4.81046 -1.60119 -0.52825
H -3.63759 -0.44936 0.11511
H -3.14574 -2.30873 -2.24179
H -2.63467 -2.66267 -0.58950
H -1.73328 -0.05474 -1.28979
H 0.81386 -2.92755 -2.24286
H -0.97836 -0.86870 -4.29927
H -2.75113 0.05464 -5.70122
H -4.61316 -1.38474 -6.47446
H -4.67808 -3.77412 -5.83121
H -2.90882 -4.70294 -4.36017

Results
Relative energy (zero: lowest compared OMol25 entry of this formula, charge and spin): 41.07 kcal/mol
⟨S²⟩: 0.81
2S+1: 2
Lowest unoccupied orbital energy (alpha / beta): -4.48 / -4.63 eV
HOMO energy (alpha / beta): -10.914 / -10.844 eV
Strongest force on any atom: 0.0825 hartree/bohr
Charge: +1
Frontier orbital gap (alpha / beta): 0.2363 / 0.2284 Eh

[4]
Density functional theory data (ωB97M-V/def2-TZVPD) for a structure of composition C21H17MoN3OS5.

CARTESIAN COORDINATES (ANGSTROEM)
Mo -0.72897 0.40242 -0.26540
C -6.54221 0.12137 -0.64931
S -5.42860 1.45963 -0.18257
C -3.90760 0.74022 -0.45582
S -2.52458 1.77533 -0.01223
N -3.71608 -0.44390 -0.92002
N -2.40199 -0.73365 -1.09082
C -2.11567 -1.74216 -1.83732
C -0.73946 -1.90161 -2.24972
C -0.33500 -2.90472 -3.10540
C 0.97048 -2.89985 -3.58092
C 1.81664 -1.87548 -3.19795
C 1.34771 -0.90452 -2.32593
N 0.10161 -0.91572 -1.84663
H -7.54245 0.48171 -0.41943
H -6.45679 -0.08008 -1.71379
H -6.32214 -0.76790 -0.06614
H -2.90562 -2.36798 -2.23987
H -1.03715 -3.66796 -3.41294
H 1.30756 -3.67363 -4.25725
H 2.82981 -1.81160 -3.56797
H 1.98192 -0.08611 -2.01313
O -0.20297 1.38764 1.30841
C 1.16444 1.05560 1.51683
C 1.58105 1.35909 2.92472
C 0.98062 2.23866 3.77214
C 1.65300 2.32984 5.01944
C 2.74259 1.52165 5.08424
S 2.96947 0.63038 3.64374
C 1.19140 -0.44487 1.20817
C 0.10198 -1.28814 1.41153
C 0.39804 -2.64346 1.06359
C 1.67767 -2.79486 0.64529
S 2.55441 -1.31378 0.63922
C 1.92328 1.81528 0.44489
C 1.42060 2.07807 -0.80656
C 2.33268 2.78288 -1.64092
C 3.50616 3.02194 -0.99890
S 3.51462 2.40876 0.60143
H 0.09417 2.79916 3.51367
H 1.33752 2.96743 5.83112
H 3.43047 1.39112 5.90373
H -0.75869 -0.98460 2.00021
H -0.30078 -3.46045 1.16881
H 2.17275 -3.70874 0.35409
H 0.38679 1.97418 -1.18296
H 2.11232 3.11602 -2.64391
H 4.36498 3.55736 -1.37146

Results
Relative energy (zero: lowest compared OMol25 entry of this formula, charge and spin): 14.35 kcal/mol
⟨S²⟩: 2.04
2S+1: 3
Lowest unoccupied orbital energy (alpha / beta): -8.88 / -8.34 eV
HOMO energy (alpha / beta): -13.816 / -13.810 eV
Strongest force on any atom: 0.0138 hartree/bohr
Charge: +2
Frontier orbital gap (alpha / beta): 0.1814 / 0.2011 Eh

[5]
Density functional theory data (ωB97M-V/def2-TZVPD) for a structure of composition C11H10Co2NO7 in a non-equilibrium geometry.

CARTESIAN COORDINATES (ANGSTROEM)
O -5.26594 2.37333 -0.92213
C -3.95100 2.89462 -0.90476
C -3.21990 2.14145 0.18130
N -3.31631 0.70396 -0.07200
H -5.79037 2.91640 -1.54171
H -3.45999 2.69415 -1.86997
H -3.92642 3.95969 -0.62248
H -2.17120 2.49369 0.21162
H -3.73454 2.31490 1.13655
H -3.05640 0.52641 -1.04089
H -2.65709 0.21548 0.52833
O 2.11482 2.18313 2.41228
C 2.59082 1.29989 1.82658
Co 3.08221 -0.11357 0.89577
C 3.59927 0.51531 -0.66087
O 3.88760 0.83744 -1.73209
C 4.55545 -0.75365 1.52531
O 5.49818 -1.30091 1.91169
C 1.81608 -1.54909 1.15869
C 0.85480 -0.96363 0.28313
C -0.03968 0.06675 0.30251
Co 1.65165 -2.51224 -0.36556
C 1.74884 -2.32777 -2.12904
O 1.79306 -2.06227 -3.25754
C 0.25322 -3.59384 -0.10489
O -0.75100 -4.10322 0.16523
C 3.06747 -3.62399 -0.14822
O 4.03776 -4.22569 0.05424
H 1.69311 -1.98306 2.13861
H -0.49309 0.50386 -0.59015
H -0.41138 0.47250 1.23046

Results
Relative energy (zero: lowest compared OMol25 entry of this formula, charge and spin): 0.00 kcal/mol
2S+1: 1
Lowest unoccupied orbital energy: 2.51 eV
HOMO energy: -3.558 eV
Strongest force on any atom: 0.0671 hartree/bohr
Charge: -1
Frontier orbital gap: 0.2230 Eh

[6]
Density functional theory data (ωB97M-V/def2-TZVPD) for a cluster of 2 separate species, C10H17N2P in total in a non-equilibrium geometry.

CARTESIAN COORDINATES (ANGSTROEM)
C 3.85602 0.70380 -0.69319
C 3.79576 -0.67558 -0.52992
C 2.83318 1.21851 0.08105
C -3.07237 0.59901 -0.33039
C -2.03671 0.93851 -1.31710
C -2.89543 -0.82637 0.26851
C -0.73504 0.92834 -0.54975
C -1.59233 -0.82888 1.09978
C -0.45575 -0.40040 0.18752
C 1.20304 0.02727 1.45931
N 2.70296 -1.03229 0.14839
N 2.20917 0.11863 0.55981
P 0.11621 -1.92871 -0.65154
H 4.52880 1.26475 -1.15737
H 4.40662 -1.35377 -0.90757
H 2.59841 2.31868 0.32237
H -3.05348 1.51871 0.40697
H -4.06600 0.77984 -0.74998
H -1.91557 0.20904 -2.17192
H -2.13892 1.94329 -1.66067
H -3.73516 -1.11125 0.81792
H -2.78906 -1.44585 -0.60995
H 0.03167 1.15907 -1.18088
H -0.88481 1.59890 0.32455
H -1.64227 -0.04395 1.86389
H -1.35707 -1.78201 1.43123
H 1.15195 -0.87480 2.13266
H 0.83703 0.99939 1.93205
H 0.67681 -2.47870 0.59102
H 1.42235 -1.54317 -1.11680

Results
Relative energy (zero: lowest compared OMol25 entry of this formula, charge and spin): 100.04 kcal/mol
2S+1: 1
Lowest unoccupied orbital energy: 0.85 eV
HOMO energy: -7.465 eV
Strongest force on any atom: 0.1192 hartree/bohr
Frontier orbital gap: 0.3055 Eh

Please write out number 2 again, unchanged.
Density functional theory data (ωB97M-V/def2-TZVPD) for a cluster of 2 separate species, H3N3O4 in total in a non-equilibrium geometry.

CARTESIAN COORDINATES (ANGSTROEM)
N 0.32068 -0.75195 -2.64216
N -0.19505 0.82460 0.80048
N -1.03691 0.06243 1.66920
O -1.10142 0.41038 2.80697
O -1.63201 -0.79906 1.09515
O 1.53751 0.91228 2.19754
O 0.94386 1.22907 1.12737
H 0.95125 -1.37554 -2.15645
H 0.75289 0.14948 -2.77748
H -0.54081 -0.66170 -2.12060

Results
Relative energy (zero: lowest compared OMol25 entry of this formula, charge and spin): 37.23 kcal/mol
2S+1: 1
Lowest unoccupied orbital energy (alpha / beta): -2.64 / -2.55 eV
HOMO energy (alpha / beta): -10.023 / -10.025 eV
Strongest force on any atom: 0.0557 hartree/bohr
Frontier orbital gap (alpha / beta): 0.2712 / 0.2748 Eh

> Which of these has the lowest strongest force on any atom?

C9H13N2O

> Which of these has the highest strongest force on any atom?

C10H17N2P

> The lowest relative energy (zero: lowest compared OMol25 entry of this formula, charge and spin) belongs to which entry?

C11H10Co2NO7